No. 1
The following is a DFT calculation (wB97M-V/def2-TZVPD) of an isolated molecule of C24H28N4O3 at a distorted geometry.

```
59
C24H28N4O3 | OMol25 | wB97M-V/def2-TZVPD
O -2.65 1.04 2.94
O 0.71 -4.92 -3.69
O 2.01 -2.40 0.31
N 0.23 -3.51 -0.51
N 0.58 -4.37 -4.91
N -0.12 3.74 1.84
N 2.18 1.82 1.01
C 1.56 2.75 0.30
C 1.10 -4.32 -1.35
C -1.92 0.02 0.90
C -0.13 -1.59 0.93
C 0.04 -1.35 2.29
C 0.60 -2.15 -5.94
C 2.55 0.70 0.41
C -1.22 3.28 1.02
C 0.93 -3.95 -2.78
C 0.69 -3.07 -4.78
C 1.69 1.42 -1.68
C 1.09 3.97 1.06
C 0.80 -2.52 0.23
C 2.34 0.45 -0.94
C -1.13 2.80 3.85
C -1.10 -0.88 0.24
C 0.92 -2.74 -3.42
C -1.17 -3.85 -0.55
C 0.10 2.82 2.95
C 1.29 2.59 -1.05
C -2.52 3.26 1.82
C -1.76 0.24 2.26
C -0.78 -0.46 2.95
C -2.42 2.44 3.11
H -0.20 -1.43 -5.77
H 1.50 1.28 -2.74
H -3.27 2.71 3.75
H -1.28 -4.93 -0.42
H -1.02 2.28 0.59
H 0.78 3.37 -1.60
H 2.13 -4.12 -1.03
H -0.97 2.10 4.67
H -3.33 2.88 1.20
H 0.81 -1.89 2.83
H -0.66 -0.30 4.02
H -1.22 -1.03 -0.83
H 0.88 4.79 0.37
H -2.75 4.29 2.11
H -1.61 -3.57 -1.51
H 0.87 -5.38 -1.22
H -2.70 0.54 0.36
H 3.04 -0.03 1.04
H 0.95 3.19 3.52
H -1.33 3.98 0.18
H 1.53 -1.60 -6.05
H -1.70 -3.34 0.25
H -1.27 3.79 4.28
H 0.39 -2.71 -6.84
H 0.35 1.81 2.60
H 1.87 4.29 1.76
H 1.06 -1.77 -2.99
H 2.67 -0.48 -1.37
```

- F_max (eV/A) = 1.27
- net charge = 0
- energy relative to the best compared isomer or geometry (same formula, charge and spin) (kcal/mol) = 90.4
- HOMO-LUMO gap (eV) = 8.86
- M (g mol⁻¹) = 420.513
- SMILES string = Cc1cc(CN(C)C(=O)c2ccc(OC3CCN(Cc4ccccn4)CC3)cc2)on1

Atomic partial charges in e from the Löwdin method, atoms 1 to 4:
1. O -0.02
2. O 0.01
3. O 0.06
4. N -0.09

No. 2
The following is a DFT calculation (wB97M-V/def2-TZVPD) of an isolated molecule of C24H28N4O3.

```
59
C24H28N4O3 | OMol25 | wB97M-V/def2-TZVPD
O -0.41 3.53 -2.75
O -1.37 -0.17 -0.89
O 1.88 -0.13 -1.57
N -0.96 0.15 1.31
N 1.69 0.07 2.35
N 0.56 2.34 -1.08
N 0.56 0.41 -3.32
C 1.02 -2.84 -1.65
C -1.36 2.06 4.52
C -0.47 0.12 -4.16
C -1.78 -0.06 5.57
C -2.18 1.24 5.28
C 1.04 -0.49 -2.40
C 0.33 2.65 -2.37
C -0.34 -1.13 1.56
C 1.57 -0.21 3.78
C -1.07 -3.44 -3.38
C 0.50 -1.84 -2.48
C 3.05 0.42 1.96
C -0.55 -2.14 -3.36
C -1.62 2.05 0.01
C -0.16 1.58 4.04
C -0.30 2.84 -0.03
C 1.19 -1.01 1.52
C 0.25 0.28 4.32
C -1.04 -1.10 -4.21
C 0.50 -4.11 -1.68
C 1.12 1.75 -3.33
C -1.31 0.56 0.08
C -0.55 -4.41 -2.55
C -0.57 -0.53 5.09
H -0.81 0.94 -4.78
H 1.70 -1.28 4.00
H -2.22 2.36 0.87
H 3.78 -0.37 2.17
H 3.35 1.32 2.50
H 0.50 2.22 3.46
H -0.26 -1.54 5.32
H -1.67 3.07 4.30
H 1.11 1.51 -0.89
H -3.12 1.61 5.65
H 0.90 -4.88 -1.04
H 0.23 2.75 0.92
H 3.07 0.64 0.90
H -2.18 2.25 -0.91
H 1.06 2.16 -4.34
H -2.40 -0.70 6.17
H -0.67 -1.82 0.79
H -0.68 -1.49 2.54
H -0.51 3.89 -0.23
H -1.86 -1.30 -4.87
H 1.84 -2.59 -0.99
H -1.88 -3.67 -4.05
H 2.16 1.69 -3.01
H 2.37 0.33 4.30
H -0.82 0.84 2.04
H 1.47 -0.79 0.49
H 1.63 -1.99 1.79
H -0.96 -5.41 -2.57
```

- F_max (eV/A) = 0.93
- net charge = 0
- energy relative to the best compared isomer or geometry (same formula, charge and spin) (kcal/mol) = 15.2
- HOMO-LUMO gap (eV) = 8.81
- M (g mol⁻¹) = 420.513
- SMILES string = CN(CCNC(=O)CCNC(=O)Cn1ccc2ccccc2c1=O)Cc1ccccc1

Atomic partial charges in e from the Löwdin method, atoms 1 to 4:
1. O 0.07
2. O 0.08
3. O 0.00
4. N 0.09

No. 3
The following is a DFT calculation (wB97M-V/def2-TZVPD) of a structure of composition C24H28N4O4S at a distorted geometry.

```
61
C24H28N4O4S | OMol25 | wB97M-V/def2-TZVPD
S 0.44 -1.56 2.95
O -1.32 1.78 -3.74
O 1.08 -6.68 3.50
O 2.14 2.25 -4.04
O 0.45 3.50 0.59
N -0.29 3.73 -3.66
N -1.06 4.45 -1.00
N -1.37 -2.61 1.16
N -1.28 -0.14 1.41
C -1.00 -5.01 1.21
C -1.48 1.21 -0.68
C 0.84 -4.52 3.17
C -2.18 -0.08 0.12
C 0.96 1.77 -3.71
C -0.79 3.41 -0.16
C 0.96 0.40 -3.49
C -0.83 -1.54 1.47
C 2.14 -6.58 4.45
C -1.53 2.22 1.62
C 0.83 4.69 -2.74
C -1.73 2.53 0.39
C -0.46 -3.69 1.67
C -0.34 -6.05 1.91
C 0.04 5.22 -1.42
C 3.00 1.41 -3.93
C -0.53 2.52 -3.59
C 2.37 0.06 -3.75
C -0.69 0.90 2.12
C -1.73 4.50 -3.48
C 0.30 -3.45 2.70
C 0.62 -5.70 2.90
C 3.58 -6.22 3.99
C -2.08 4.42 -1.83
H -2.81 5.35 -1.90
H 4.07 1.61 -4.16
H 0.95 5.43 -0.87
H -1.67 -5.12 0.60
H -2.48 3.79 -4.03
H 3.80 -6.96 3.31
H -0.23 6.23 -1.60
H 0.16 -0.39 -3.42
H 4.21 -6.27 4.66
H -0.45 1.08 -0.79
H 1.61 -4.01 4.34
H -3.07 3.44 -1.83
H -2.70 2.96 0.04
H 0.22 1.22 1.56
H -0.39 -6.99 1.56
H 3.69 -5.09 3.55
H -3.01 0.10 0.57
H 2.20 -7.76 4.93
H 1.87 -6.03 5.39
H 0.99 5.34 -3.52
H -2.74 2.05 2.10
H -1.90 -0.84 -0.49
H -1.36 3.02 2.30
H -2.28 1.40 -1.53
H 1.52 3.84 -2.56
H 2.87 -0.67 -3.49
H -1.49 5.37 -3.86
H -0.65 0.79 3.05
```

- F_max (eV/A) = 15.46
- net charge = 0
- energy relative to the best compared isomer or geometry (same formula, charge and spin) (kcal/mol) = 600.9
- HOMO-LUMO gap (eV) = 7.85
- M (g mol⁻¹) = 468.579

Atomic partial charges in e from the Löwdin method, atoms 1 to 4:
1. S 0.96
2. O 0.17
3. O 0.00
4. O 0.05

What did the first record say?
The following is a DFT calculation (wB97M-V/def2-TZVPD) of an isolated molecule of C24H28N4O3 at a distorted geometry.

```
59
C24H28N4O3 | OMol25 | wB97M-V/def2-TZVPD
O -2.65 1.04 2.94
O 0.71 -4.92 -3.69
O 2.01 -2.40 0.31
N 0.23 -3.51 -0.51
N 0.58 -4.37 -4.91
N -0.12 3.74 1.84
N 2.18 1.82 1.01
C 1.56 2.75 0.30
C 1.10 -4.32 -1.35
C -1.92 0.02 0.90
C -0.13 -1.59 0.93
C 0.04 -1.35 2.29
C 0.60 -2.15 -5.94
C 2.55 0.70 0.41
C -1.22 3.28 1.02
C 0.93 -3.95 -2.78
C 0.69 -3.07 -4.78
C 1.69 1.42 -1.68
C 1.09 3.97 1.06
C 0.80 -2.52 0.23
C 2.34 0.45 -0.94
C -1.13 2.80 3.85
C -1.10 -0.88 0.24
C 0.92 -2.74 -3.42
C -1.17 -3.85 -0.55
C 0.10 2.82 2.95
C 1.29 2.59 -1.05
C -2.52 3.26 1.82
C -1.76 0.24 2.26
C -0.78 -0.46 2.95
C -2.42 2.44 3.11
H -0.20 -1.43 -5.77
H 1.50 1.28 -2.74
H -3.27 2.71 3.75
H -1.28 -4.93 -0.42
H -1.02 2.28 0.59
H 0.78 3.37 -1.60
H 2.13 -4.12 -1.03
H -0.97 2.10 4.67
H -3.33 2.88 1.20
H 0.81 -1.89 2.83
H -0.66 -0.30 4.02
H -1.22 -1.03 -0.83
H 0.88 4.79 0.37
H -2.75 4.29 2.11
H -1.61 -3.57 -1.51
H 0.87 -5.38 -1.22
H -2.70 0.54 0.36
H 3.04 -0.03 1.04
H 0.95 3.19 3.52
H -1.33 3.98 0.18
H 1.53 -1.60 -6.05
H -1.70 -3.34 0.25
H -1.27 3.79 4.28
H 0.39 -2.71 -6.84
H 0.35 1.81 2.60
H 1.87 4.29 1.76
H 1.06 -1.77 -2.99
H 2.67 -0.48 -1.37
```

- F_max (eV/A) = 1.27
- net charge = 0
- energy relative to the best compared isomer or geometry (same formula, charge and spin) (kcal/mol) = 90.4
- HOMO-LUMO gap (eV) = 8.86
- M (g mol⁻¹) = 420.513
- SMILES string = Cc1cc(CN(C)C(=O)c2ccc(OC3CCN(Cc4ccccn4)CC3)cc2)on1

Atomic partial charges in e from the Löwdin method, atoms 1 to 4:
1. O -0.02
2. O 0.01
3. O 0.06
4. N -0.09

Which value of HOMO-LUMO gap does entry 1 give? 8.86 eV

Which of these has the highest energy relative to the best compared isomer or geometry (same formula, charge and spin)? C24H28N4O4S

Look up the HOMO-LUMO gap of the third one. 7.85 eV